(1)
# C3H10N2O2

2 unconnected molecules or ions with the total composition C3H10N2O2 in a non-equilibrium geometry (ωB97M-V/def2-TZVPD, OMol25).

Last column: Löwdin charge in e.
Positions of all 17 atoms, in Å:
N: 2.56538 -0.72490 0.47568  -0.122
O: 2.32955 0.34538 -0.28853  -0.267
H: -1.33474 1.60451 1.41388  0.118
O: -0.74776 -0.82134 0.41348  -0.147
H: 0.51243 1.40161 1.29520  0.104
H: 0.73411 1.36347 -1.57719  0.112
N: -0.49939 0.43962 -0.25449  -0.258
C: -1.95546 -1.23699 -0.11467  -0.120
H: -0.15149 2.32148 0.05290  0.068
H: -1.86421 -1.95334 -0.91697  0.079
C: 0.48176 0.39468 -1.14500  -0.001
H: -2.43760 -0.23048 -0.31931  0.113
H: 2.66404 -1.54854 -0.08465  0.064
H: 0.45157 -0.45740 -1.80578  0.112
H: -2.54182 -1.67504 0.71479  0.090
H: 2.24379 -0.77144 1.43699  0.075
C: -0.45014 1.54871 0.70366  -0.021

Forces on atoms 1 to 3 (eV/Å):
1.0512 -0.4893 0.1675
-2.7793 0.9435 -1.2119
0.9882 0.2203 -1.4618

frontier orbital gap (spin up / spin down)	7.7 / 7.7	eV
spin multiplicity	1
HOMO level (spin up / spin down)	-6.801 / -6.803	eV


(2)
# C3H10N2O2

C3H10N2O2 in the gas phase in a non-equilibrium geometry (ωB97M-V/def2-TZVPD, OMol25).

Last column: Löwdin charge in e.
Positions of all 17 atoms, in Å:
H: 2.46252 2.53015 1.07424  0.073
C: 0.33832 0.17734 0.06072  -0.414
H: 0.63406 -1.23488 -1.17734  0.078
H: 1.85639 1.35610 1.95910  0.073
C: 0.86577 1.58625 0.21049  -0.266
C: -1.07520 0.17488 -0.49394  -0.209
O: -1.54148 -1.13355 -0.71958  -0.210
H: -2.70433 -2.08318 0.43688  0.084
H: 1.08114 2.09367 -0.75980  0.135
H: 0.30165 -0.34873 1.06118  0.150
N: 2.08428 1.57893 0.98536  -0.012
O: 1.18756 -0.55094 -0.79332  -0.016
H: -1.12889 0.66362 -1.44903  0.129
H: 0.03895 2.17178 0.74791  0.129
H: -1.13794 -2.62216 0.50888  0.100
N: -1.74201 -1.77848 0.56278  0.048
H: -1.74140 0.71555 0.20058  0.128

Forces on atoms 1 to 3 (eV/Å):
-0.1263 -0.4670 -0.3718
-0.1357 -0.3090 0.3034
0.0076 -0.3010 -0.1938

frontier orbital gap	10.2	eV
structure (SMILES)	NC[C@H](O)CON
spin multiplicity	1
HOMO level	-9.246	eV


(3)
# C3H10N2O2

2 unconnected molecules or ions with the total composition C3H10N2O2 in a non-equilibrium geometry (ωB97M-V/def2-TZVPD, OMol25).

Last column: Löwdin charge in e.
Positions of all 17 atoms, in Å:
H: -3.12612 -0.72237 -0.03714  0.083
O: -0.89935 -1.50283 -0.39509  0.012
H: -0.61328 -1.56854 -1.31283  0.102
C: -1.18257 -0.13355 -0.14563  -0.770
H: 3.55777 -0.17935 -0.81402  0.046
C: 1.96754 0.78776 0.22000  -0.138
N: -0.61294 0.11058 1.20678  0.059
H: 2.33083 -1.27049 -0.01098  0.049
C: 2.66169 -0.25960 -0.21144  -0.061
H: -2.85572 0.55964 -1.04133  0.082
N: -2.59918 0.13233 -0.16082  0.112
H: 0.97517 0.56944 0.93892  0.086
H: -1.10398 0.89048 1.62902  0.102
H: 0.43934 0.81818 -0.68221  0.085
H: -0.74028 -0.70611 1.79244  0.099
H: 2.35432 1.78845 0.05649  0.055
O: -0.55324 0.68599 -1.03216  -0.003

Forces on atoms 1 to 3 (eV/Å):
0.0851 -0.0059 -0.0129
0.0391 -0.0096 0.0344
-0.0497 0.0725 -0.0030

frontier orbital gap	10.2	eV
structure (SMILES)	NC(N)(O)O.C=C
spin multiplicity	1
HOMO level	-9.286	eV


(4)
# C3H10N2O2

2 unconnected molecules or ions with the total composition C3H10N2O2 in a non-equilibrium geometry (ωB97M-V/def2-TZVPD, OMol25).

Last column: Löwdin charge in e.
Positions of all 17 atoms, in Å:
H: -4.16771 2.37398 -1.50267  0.037
H: -0.93315 1.09938 1.40462  0.085
N: 2.31546 -0.44722 -0.93744  -0.002
O: -3.54244 1.66272 -1.67190  -0.062
C: -1.29747 0.28450 0.78396  -0.066
H: 3.19331 -0.71991 -1.35456  0.065
H: -2.68320 2.09946 -1.65035  0.032
H: -1.99958 0.44051 -0.03013  0.060
H: 2.92446 -1.20020 1.02380  0.113
H: -0.09236 -0.71643 -0.66548  0.118
C: 0.91009 -0.68690 1.04032  -0.522
H: 1.99884 -2.28030 -0.00787  0.111
N: -0.24423 -0.61866 0.32669  0.009
H: -1.92062 -0.30701 1.47323  0.087
C: 2.11883 -1.24319 0.28080  -0.193
H: 2.40720 0.52744 -0.68754  0.073
O: 1.01256 -0.26817 2.17452  0.055

Forces on atoms 1 to 3 (eV/Å):
-0.0803 -0.0416 0.0010
0.1282 0.4046 -0.6333
0.0236 -0.2678 0.1874

frontier orbital gap	10.2	eV
structure (SMILES)	CNC(=O)CN.O
spin multiplicity	1
HOMO level	-9.530	eV


(5)
# C3H10N2O2

C3H10N2O2 in the gas phase in a non-equilibrium geometry (ωB97M-V/def2-TZVPD, OMol25).

Last column: Löwdin charge in e.
Positions of all 17 atoms, in Å:
N: 0.78359 0.20816 2.04546  0.011
O: 1.33036 0.10349 -1.85207  -0.044
H: 1.62627 -0.92794 0.03058  0.123
H: 0.61324 1.15191 2.10959  0.037
H: 2.10688 -0.32409 -2.17309  0.078
H: 0.94294 -0.35051 2.92247  0.112
H: -1.22945 -0.32689 -1.85632  0.117
H: -1.26085 0.27292 1.68477  0.145
C: -1.53320 -0.25575 -0.75455  -0.024
H: -1.83548 -1.19112 -0.39323  0.059
H: -2.39873 0.44292 -0.56865  0.103
O: -0.11727 1.58089 -0.00119  -0.006
H: 0.41243 -1.50025 -1.01610  0.108
N: -0.37589 -0.20685 1.36242  -0.086
C: 0.86102 -0.56958 -0.68414  -0.191
C: -0.30281 0.18155 0.00061  -0.657
H: 0.37695 1.71113 -0.85656  0.115

Forces on atoms 1 to 3 (eV/Å):
0.1633 -2.6411 0.5978
-0.9084 0.9359 0.9168
0.0423 1.0471 -0.3490

frontier orbital gap	10.3	eV
structure (SMILES)	C[C@](O)(CO)NN
spin multiplicity	1
HOMO level	-9.428	eV


(6)
# C3H10N2O2

C3H10N2O2 in the gas phase in a non-equilibrium geometry (ωB97M-V/def2-TZVPD, OMol25).

Last column: Löwdin charge in e.
Positions of all 17 atoms, in Å:
H: -1.50808 -0.25589 -2.08405  0.112
C: 0.70535 -1.40111 0.69424  -0.052
N: -0.97835 -0.13778 1.94445  0.049
H: -1.42599 -1.57327 0.51994  0.143
H: -0.33804 0.65485 1.99972  0.070
H: 0.37585 1.79587 -2.11746  0.082
H: 1.49448 -0.65579 0.84021  0.075
H: 1.48771 2.51803 -0.94766  0.091
C: -0.68981 -0.77448 0.66741  -0.445
O: -0.65042 -0.40052 -1.64541  -0.048
H: 1.64281 0.79242 -1.31380  0.081
N: -0.89837 0.24960 -0.36811  -0.110
C: 0.92725 1.61062 -1.19063  -0.102
H: -1.89118 0.30094 1.83546  0.075
H: 0.91378 -1.93560 -0.23899  0.073
H: 0.78467 -2.12935 1.50944  0.080
O: 0.04835 1.34146 -0.10477  -0.175

Forces on atoms 1 to 3 (eV/Å):
0.5552 0.0423 0.1280
0.1739 -0.1748 -0.2225
0.0050 0.2453 -0.3191

frontier orbital gap	9.9	eV
structure (SMILES)	CON(O)[C@@H](C)N
spin multiplicity	1
HOMO level	-9.051	eV


Short version: energy relative to the best compared isomer or geometry (same formula, charge and spin) = 177.1 76.2 57.8 24.3 66.8 104.6 kcal/mol, in the order given.